{"formula": "C17H34LiN8OP", "method": "ωB97M-V/def2-TZVPD", "symbols": ["Li", "C", "N", "C", "C", "N", "N", "C", "N", "N", "H", "H", "H", "H", "H", "H", "H", "H", "H", "H", "H", "N", "C", "O", "C", "C", "N", "C", "N", "H", "H", "C", "C", "C", "P", "C", "C", "C", "C", "C", "C", "H", "H", "H", "H", "H", "H", "H", "H", "H", "H", "H", "H", "H", "H", "H", "H", "H", "H", "H", "H", "H"], "positions_angstrom": [[-0.737, 0.411, 1.513], [-1.168, -4.350, 0.955], [-0.198, -3.834, 1.902], [0.020, -4.673, 3.070], [0.017, -2.472, 1.915], [-0.658, -1.604, 1.279], [1.146, -2.110, 2.655], [1.538, -0.842, 3.040], [2.761, -0.841, 3.681], [0.846, 0.201, 2.800], [-1.029, -5.427, 0.872], [-0.992, -3.909, -0.026], [-2.201, -4.149, 1.261], [0.686, -5.508, 2.834], [-0.931, -5.084, 3.419], [0.446, -4.101, 3.890], [-1.522, -1.970, 0.893], [1.819, -2.842, 2.793], [3.116, -1.687, 4.088], [3.016, 0.003, 4.162], [1.259, 1.045, 3.180], [-2.753, 3.896, 1.154], [-2.633, 2.548, 1.335], [-1.488, 2.036, 1.348], [-3.814, 1.768, 1.438], [-3.637, 0.375, 1.458], [-3.391, -0.757, 1.452], [-5.084, 2.366, 1.525], [-6.096, 2.918, 1.616], [-3.640, 4.341, 1.325], [-1.918, 4.446, 1.244], [2.287, 0.559, -3.757], [2.397, 0.515, -2.236], [3.159, -0.738, -1.787], [0.804, 0.639, -1.236], [-0.521, 0.209, -2.478], [-0.537, -1.315, -2.636], [-1.888, 0.695, -1.991], [0.615, 2.493, -1.096], [1.576, 2.992, -0.015], [0.747, 3.303, -2.381], [3.289, 0.539, -4.192], [1.790, 1.464, -4.106], [1.741, -0.303, -4.145], [2.983, 1.382, -1.913], [2.615, -1.646, -2.057], [3.292, -0.741, -0.704], [4.145, -0.783, -2.258], [-0.298, 0.670, -3.443], [-0.827, -1.776, -1.689], [0.444, -1.706, -2.914], [-1.253, -1.618, -3.403], [-2.067, 0.381, -0.959], [-2.678, 0.272, -2.615], [-1.973, 1.781, -2.034], [-0.394, 2.612, -0.699], [2.621, 2.857, -0.308], [1.404, 2.446, 0.913], [1.417, 4.056, 0.179], [1.766, 3.267, -2.773], [0.505, 4.351, -2.185], [0.063, 2.948, -3.154]], "forces_ev_per_angstrom": [[0.396, -0.539, 0.097], [0.034, 0.078, -0.009], [0.125, -0.095, -0.004], [-0.019, 0.019, -0.012], [-0.136, 0.017, -0.113], [-0.089, 0.092, -0.029], [0.094, -0.012, 0.082], [0.045, 0.133, 0.085], [0.048, -0.064, -0.122], [-0.292, 0.168, -0.137], [-0.003, -0.009, 0.005], [-0.049, -0.015, -0.001], [0.000, 0.001, -0.011], [-0.017, 0.002, 0.014], [-0.003, 0.013, 0.025], [-0.006, 0.003, 0.003], [0.001, -0.027, 0.112], [0.049, -0.028, -0.056], [-0.063, -0.013, 0.057], [0.000, 0.028, 0.014], [0.113, -0.085, 0.085], [-0.057, -0.122, 0.117], [-0.029, 0.152, -0.181], [0.085, 0.273, -0.018], [0.112, -0.051, 0.033], [0.018, -0.179, 0.015], [-0.185, 0.074, -0.009], [-0.236, 0.051, 0.034], [0.050, 0.014, -0.049], [0.015, 0.006, -0.050], [0.022, -0.024, 0.055], [0.003, 0.077, 0.080], [-0.064, -0.262, 0.221], [0.035, 0.120, -0.019], [-0.094, 0.462, -0.402], [0.086, -0.113, 0.202], [0.028, 0.122, -0.035], [0.135, 0.032, -0.031], [0.129, -0.118, 0.002], [-0.155, -0.038, -0.043], [-0.070, -0.030, 0.087], [-0.010, -0.018, -0.041], [-0.005, -0.057, -0.046], [0.005, 0.001, -0.018], [-0.030, 0.010, 0.014], [0.009, -0.013, 0.004], [0.013, -0.043, -0.005], [-0.007, -0.027, -0.008], [-0.006, -0.004, -0.005], [0.010, -0.040, -0.008], [-0.022, -0.047, -0.009], [-0.011, -0.013, 0.016], [-0.075, -0.005, -0.033], [-0.024, -0.003, 0.027], [-0.030, -0.002, 0.035], [-0.027, 0.020, 0.010], [0.011, 0.026, 0.015], [0.061, 0.042, 0.041], [0.036, 0.006, -0.008], [-0.016, 0.022, -0.014], [0.028, 0.014, -0.030], [0.034, 0.021, -0.030]], "lowdin_charge": [0.527, -0.055, -0.168, -0.058, -0.436, 0.092, 0.131, -0.515, 0.139, 0.077, 0.090, 0.086, 0.101, 0.089, 0.092, 0.080, 0.013, 0.133, 0.092, 0.099, 0.061, 0.173, -0.532, -0.131, -0.219, -0.230, 0.137, -0.254, 0.119, 0.091, 0.103, -0.120, -0.549, -0.144, 1.083, -0.568, -0.126, -0.109, -0.576, -0.132, -0.111, 0.079, 0.056, 0.068, 0.087, 0.062, 0.059, 0.072, 0.088, 0.054, 0.051, 0.080, 0.053, 0.084, 0.073, 0.063, 0.066, 0.044, 0.077, 0.068, 0.078, 0.067], "de_lowest_kcal_mol": 9.35, "gap_ev": 7.4, "max_force_ev_per_a": 0.68, "energy_ha": -1530.46714}

=====

{"formula": "C17H34N2O", "method": "ωB97M-V/def2-TZVPD", "symbols": ["C", "C", "O", "N", "C", "C", "C", "N", "C", "C", "C", "C", "C", "C", "C", "C", "C", "C", "C", "C", "H", "H", "H", "H", "H", "H", "H", "H", "H", "H", "H", "H", "H", "H", "H", "H", "H", "H", "H", "H", "H", "H", "H", "H", "H", "H", "H", "H", "H", "H", "H", "H", "H", "H"], "positions_angstrom": [[-0.801, 0.698, 3.457], [-1.752, 0.239, 2.220], [-2.824, 0.694, 1.917], [-1.195, -0.604, 1.402], [-2.018, -1.003, 0.394], [-2.878, -2.278, 0.597], [-2.973, -3.227, -0.415], [-1.958, -3.539, -1.342], [-1.225, -4.738, -0.838], [-2.304, -3.597, -2.598], [-0.044, -1.110, 1.631], [1.273, -0.369, 0.895], [1.408, -0.238, -0.685], [1.504, -1.417, -1.439], [2.448, 0.827, -0.868], [1.934, 2.159, -0.711], [3.130, 3.183, -1.071], [2.883, 4.626, -1.010], [4.186, 5.473, -1.477], [1.711, 5.116, -0.284], [0.122, 1.124, 3.050], [-1.511, 1.442, 3.820], [-0.718, -0.129, 4.219], [-1.336, -1.277, -0.494], [-2.556, -0.403, -0.117], [-3.493, -1.989, 1.241], [-2.154, -2.981, 1.271], [-3.874, -2.508, -1.034], [-3.848, -3.966, -0.405], [-0.463, -5.070, -1.162], [-1.809, -5.632, -0.805], [-1.118, -4.526, 0.317], [-1.328, -3.840, -3.345], [-3.163, -4.555, -2.882], [-2.718, -2.775, -3.002], [0.369, -1.325, 2.737], [0.213, -2.159, 1.296], [2.229, -0.902, 1.146], [1.341, 0.524, 1.513], [0.305, 0.160, -0.800], [1.248, -1.235, -2.284], [2.499, -2.005, -1.117], [0.618, -2.174, -1.109], [3.240, 0.549, -0.356], [2.498, 0.775, -1.960], [1.917, 2.333, 0.376], [0.927, 2.598, -1.057], [3.878, 2.755, -1.529], [4.868, 4.874, -2.029], [3.708, 6.126, -2.148], [4.299, 6.121, -0.948], [1.597, 4.903, 0.919], [1.880, 6.196, -0.411], [0.925, 4.950, -0.666]], "forces_ev_per_angstrom": [[-2.999, -0.587, -0.895], [1.429, 2.272, 2.599], [-1.490, 1.120, 1.283], [-4.232, 1.541, 0.147], [3.645, -7.580, -4.138], [11.086, -2.300, 2.071], [-8.465, 1.349, -6.451], [3.415, -1.089, 5.419], [-10.344, 4.980, 7.837], [0.541, -6.110, -7.043], [11.941, -5.314, 0.993], [0.184, -1.843, 1.056], [-4.940, 3.963, 5.562], [2.399, -7.946, 11.029], [-5.514, -1.142, -5.884], [1.420, 5.549, 2.571], [-7.769, 6.006, 1.938], [5.030, -7.169, -0.151], [-7.317, -12.639, -9.688], [10.349, 4.297, 7.265], [-0.217, -0.252, 0.534], [0.721, 0.381, 0.599], [0.294, 0.972, -0.916], [-0.460, -0.066, 1.241], [-3.886, 5.358, -2.202], [-6.720, 1.396, 4.630], [-0.786, 1.869, 0.076], [2.245, -1.494, -0.142], [1.631, -0.214, 1.063], [10.719, -2.779, -5.073], [-1.523, -0.622, -0.314], [0.365, -0.432, -2.144], [-2.505, 0.436, 2.029], [2.049, 2.160, 0.670], [-1.565, 3.066, -1.056], [-1.557, 1.195, -2.086], [-1.580, 0.612, -0.212], [-0.835, -0.213, 0.478], [0.200, 0.759, -0.936], [1.953, 0.039, -0.912], [-1.707, 1.673, -11.013], [-1.889, 1.142, -1.625], [1.948, 1.475, -0.444], [4.275, -0.708, 2.192], [1.606, -0.325, -0.302], [-0.643, 0.159, 0.166], [1.494, -1.574, -0.121], [4.298, -1.815, -2.311], [0.904, -0.163, 0.368], [-0.680, 0.642, -2.419], [4.415, 12.226, 12.241], [0.697, 0.288, -2.976], [-0.717, 0.217, 0.717], [-10.914, -2.768, -5.318]], "lowdin_charge": [0.027, -0.459, 0.079, -0.118, -0.145, -0.164, -0.298, -0.285, -0.020, -0.209, -0.227, -0.084, -0.446, -0.072, -0.238, -0.201, 0.008, -0.216, 0.011, -0.075, 0.064, 0.069, 0.092, 0.143, 0.070, 0.048, 0.155, 0.189, 0.150, -0.035, 0.083, 0.128, 0.151, 0.150, 0.021, 0.163, 0.125, 0.117, 0.070, 0.164, -0.027, 0.156, 0.126, 0.087, 0.138, 0.097, 0.153, 0.022, 0.085, 0.070, -0.088, 0.163, 0.089, -0.055], "de_lowest_kcal_mol": 398.83, "gap_ev": 9.0, "max_force_ev_per_a": 17.86, "energy_ha": -852.26356}